No. 1
C23H43BCl2F4N3NiO4Si as an isolated structure, computed with ωB97M-V/def2-TZVPD.

Each line ends with the Löwdin spin population.
Atoms and positions in Å:
C (-1.54, -0.57, -3.28)  0.00
C (-1.09, -1.89, -2.74)  0.00
H (-1.24, -0.44, -4.32)  0.00
H (-1.10, 0.24, -2.66)  0.00
H (-2.63, -0.46, -3.20)  0.00
C (-0.64, -2.91, -3.47)  0.00
C (-0.50, -2.94, -4.96)  0.00
H (-0.35, -3.85, -2.97)  0.00
H (-0.73, -1.98, -5.43)  0.00
H (-1.15, -3.70, -5.40)  0.00
H (0.53, -3.21, -5.24)  0.00
Ni (0.30, 0.29, 0.63)  1.78
Cl (-0.58, 1.75, -0.93)  0.07
C (-0.26, -2.54, 2.22)  0.00
O (0.65, -1.91, 1.68)  0.01
N (-0.05, -3.54, 3.11)  0.00
C (1.26, -3.70, 3.70)  0.00
C (-1.10, -4.46, 3.52)  0.00
H (-1.35, -2.33, 2.05)  0.00
H (1.86, -2.82, 3.48)  0.00
H (1.75, -4.60, 3.32)  0.00
H (1.15, -3.81, 4.79)  0.00
H (-2.04, -4.18, 3.05)  0.00
H (-1.20, -4.45, 4.61)  0.00
H (-0.84, -5.49, 3.21)  0.00
H (0.74, 3.06, 5.34)  0.00
H (-1.30, 4.26, 4.71)  0.00
C (1.13, 3.13, 4.32)  0.00
C (-0.91, 4.36, 3.69)  0.00
N (0.02, 3.28, 3.40)  0.00
H (1.69, 2.22, 4.09)  0.00
C (-0.10, 2.52, 2.31)  0.00
O (0.81, 1.75, 1.90)  0.03
H (-1.74, 4.32, 2.97)  0.00
H (-1.09, 2.56, 1.81)  0.00
H (1.79, 4.01, 4.28)  0.00
H (-0.40, 5.34, 3.61)  0.00
H (1.42, -0.28, -3.09)  0.00
H (2.35, -2.69, -2.83)  0.00
C (2.24, 0.09, -2.46)  0.00
C (3.17, -2.20, -2.28)  0.00
N (2.69, -1.00, -1.60)  0.01
H (1.87, 0.93, -1.86)  0.00
C (2.69, -0.94, -0.27)  0.01
O (2.32, 0.07, 0.38)  0.02
H (3.56, -2.88, -1.53)  0.00
H (3.03, -1.86, 0.23)  0.00
H (3.07, 0.40, -3.10)  0.00
H (3.96, -1.93, -3.00)  0.00
O (-0.14, -1.20, -0.72)  0.04
C (-1.14, -1.98, -1.21)  0.01
C (0.09, -4.06, -0.37)  0.00
C (-1.11, -3.43, -0.67)  0.00
H (1.03, -3.51, -0.51)  0.00
C (0.10, -5.38, 0.10)  0.00
H (-2.14, -1.57, -0.95)  0.00
C (-2.31, -4.13, -0.54)  0.00
H (1.05, -5.84, 0.37)  0.00
C (-1.10, -6.08, 0.23)  0.00
C (-2.31, -5.45, -0.09)  0.00
H (-3.24, -3.61, -0.81)  0.00
H (-1.10, -7.12, 0.59)  0.00
H (-3.25, -5.99, 0.01)  0.00
Si (-0.43, 6.65, -2.72)  0.00
Cl (-0.71, 5.89, -4.63)  0.00
C (1.41, 6.50, -2.36)  0.00
C (-1.47, 5.58, -1.59)  0.00
C (-0.98, 8.44, -2.73)  0.00
H (1.72, 5.45, -2.43)  0.00
H (1.64, 6.87, -1.35)  0.00
H (1.99, 7.09, -3.08)  0.00
H (-0.39, 9.03, -3.44)  0.00
H (-0.86, 8.89, -1.73)  0.00
H (-2.04, 8.53, -3.01)  0.00
H (-1.17, 4.53, -1.63)  0.00
H (-2.53, 5.66, -1.88)  0.00
H (-1.38, 5.92, -0.55)  0.00
F (-0.73, -0.10, 3.04)  0.00
B (-0.25, -0.14, 4.42)  0.00
F (-0.85, 0.93, 5.09)  0.00
F (-0.69, -1.34, 4.99)  0.00
F (1.16, -0.06, 4.38)  0.00

Summary:
**HOMO-LUMO gap (alpha / beta)**: 7.3 / 7.2 eV
**Net charge**: -1
**Expectation value of S²**: 2.004
**HOMO energy (alpha / beta)**: -4.87 / -4.81 eV
**Spin multiplicity**: 3
**E**: -4510.374798 a.u.
**Molecular weight**: 670.10 g mol⁻¹
**Largest force on an atom**: 2.068 eV/Å
**ΔE to the lowest compared entry with this formula, charge and spin**: 0.00 kcal per mole

=====

No. 2
A 2-piece molecular cluster, C23H43BClN4O8PS overall, computed with ωB97M-V/def2-TZVPD.

Each line ends with the Löwdin charge.
Atoms and positions in Å:
C (-5.28, 2.19, -0.43)  -0.03
B (-3.77, 2.56, -0.95)  -0.37
O (-3.10, 3.74, -0.42)  0.05
C (-2.94, 1.62, -2.03)  -0.23
C (-3.01, 2.47, -3.44)  -0.18
N (-4.06, 1.83, -4.28)  -0.02
O (-1.61, 1.48, -1.50)  -0.15
C (-1.05, 0.15, -1.68)  -0.36
C (-1.12, -0.33, -3.22)  -0.22
N (-2.35, -1.11, -3.57)  -0.02
C (-1.79, -0.82, -0.65)  -0.09
C (-2.18, -0.14, 0.76)  -0.16
C (-2.09, -1.18, 2.00)  -0.20
C (-2.58, -0.49, 3.38)  -0.25
S (-3.96, -1.40, 4.20)  0.42
O (-4.01, -0.90, 5.64)  -0.41
O (-3.79, -2.89, 4.25)  -0.38
Cl (-5.74, -0.85, 3.28)  0.35
C (0.55, 0.33, -1.37)  -0.51
N (0.82, 1.21, -0.19)  0.03
C (1.31, -1.11, -1.27)  -0.17
C (1.49, -1.63, 0.24)  -0.17
C (1.37, -3.26, 0.19)  -0.14
C (0.91, -3.90, 1.58)  -0.16
O (0.02, -5.04, 1.26)  -0.11
C (-1.33, -4.62, 1.27)  -0.26
O (-2.03, -4.47, 0.23)  0.02
P (1.44, 1.21, -2.84)  0.92
C (0.66, 2.89, -3.21)  -0.31
C (3.24, 1.62, -2.35)  -0.32
H (-5.40, 1.05, -0.31)  0.07
H (-5.44, 2.75, 0.55)  0.07
H (-6.04, 2.62, -1.18)  0.08
H (-3.62, 4.50, -0.78)  0.11
H (-3.55, 0.67, -2.12)  0.13
H (-1.99, 2.53, -3.94)  0.09
H (-3.34, 3.54, -3.19)  0.12
H (-3.76, 0.90, -4.63)  0.06
H (-4.83, 1.62, -3.62)  0.07
H (-1.09, 0.56, -3.96)  0.11
H (-0.22, -0.98, -3.52)  0.10
H (-2.24, -1.35, -4.57)  0.08
H (-2.34, -2.02, -3.07)  0.07
H (-2.78, -1.26, -1.06)  0.13
H (-1.16, -1.76, -0.37)  0.11
H (-1.66, 0.85, 0.97)  0.11
H (-3.31, 0.11, 0.69)  0.11
H (-2.78, -2.06, 1.71)  0.11
H (-1.05, -1.62, 2.13)  0.08
H (-1.69, -0.29, 4.05)  0.13
H (-2.99, 0.55, 3.09)  0.11
H (0.44, 0.83, 0.69)  0.06
H (0.57, 2.18, -0.35)  0.08
H (2.38, -0.92, -1.67)  0.09
H (0.81, -1.91, -1.90)  0.10
H (0.59, -1.28, 0.84)  0.07
H (2.46, -1.29, 0.76)  0.10
H (2.44, -3.63, -0.01)  0.12
H (0.64, -3.62, -0.61)  0.11
H (0.35, -3.19, 2.28)  0.11
H (1.80, -4.34, 2.17)  0.14
H (-1.87, -4.42, 2.27)  0.16
H (0.16, 2.86, -4.25)  0.04
H (1.53, 3.65, -3.32)  0.04
H (-0.03, 3.31, -2.40)  0.04
H (3.70, 2.30, -3.15)  0.04
H (3.89, 0.69, -2.20)  0.03
H (3.19, 2.27, -1.39)  0.04
C (7.31, 1.84, 2.77)  -0.07
C (6.98, 1.10, 1.64)  -0.06
C (6.04, 0.08, 1.73)  0.00
C (5.42, -0.18, 2.95)  -0.14
C (5.75, 0.55, 4.09)  0.00
C (6.70, 1.57, 3.99)  -0.06
N (4.41, -1.23, 3.04)  -0.33
O (4.16, -1.87, 2.02)  0.04
O (3.87, -1.41, 4.12)  0.08
H (8.05, 2.64, 2.70)  0.11
H (7.46, 1.32, 0.69)  0.11
H (5.79, -0.49, 0.84)  0.12
H (5.29, 0.35, 5.04)  0.12
H (6.97, 2.14, 4.87)  0.11

Summary:
**HOMO-LUMO gap**: 6.8 eV
**Net charge**: 0
**HOMO energy**: -7.71 eV
**Spin multiplicity**: 1
**E**: -2947.433211 a.u.
**SMILES**: CB(O)[C@@H](CN)O[C@](CN)(CCCCS(=O)(=O)Cl)[C@@](N)(CCCCOC=O)P(C)C.O=[N+]([O-])c1ccccc1
**Molecular weight**: 612.92 g mol⁻¹
**Largest force on an atom**: 7.065 eV/Å

=====

No. 3
C23H43BClN5Sn as an isolated structure, computed with ωB97M-V/def2-TZVPD.

Each line ends with the Löwdin charge.
Atoms and positions in Å:
Sn (-1.10, 0.27, -1.26)  0.58
Cl (-3.11, -0.46, -2.38)  -0.29
C (0.11, 3.64, -3.75)  -0.15
C (-0.74, 2.15, -2.33)  -0.29
N (0.03, 2.30, -3.42)  -0.01
H (-0.86, 5.36, -2.81)  0.05
N (-1.21, 3.38, -2.02)  -0.01
H (0.70, 4.02, -4.56)  0.05
C (0.96, 1.29, -3.97)  -0.57
C (1.36, 1.71, -5.37)  -0.20
C (2.18, 1.21, -3.05)  -0.04
H (1.95, 2.63, -5.37)  0.03
H (1.98, 0.92, -5.80)  0.07
H (0.48, 1.84, -6.01)  0.06
H (0.91, -0.72, -4.69)  0.08
H (-0.72, -0.07, -4.37)  0.07
H (1.90, 0.99, -2.01)  0.05
C (0.31, -0.10, -4.01)  -0.14
H (2.73, 2.16, -3.08)  0.08
H (2.84, 0.41, -3.42)  0.09
H (0.37, -0.62, -3.04)  -0.02
C (-0.66, 4.30, -2.88)  -0.14
C (-0.79, 3.90, 0.33)  -0.03
H (-0.07, 4.68, 0.07)  0.08
H (-1.29, 4.18, 1.27)  0.09
C (-1.86, 3.75, -0.75)  -0.58
H (-3.44, 3.09, 0.53)  0.08
C (-2.62, 5.05, -0.97)  -0.17
H (-3.35, 4.95, -1.79)  0.07
H (-0.25, 2.95, 0.47)  0.06
H (-2.27, 1.82, 0.18)  -0.03
H (-1.95, 5.90, -1.18)  0.04
H (-3.17, 5.29, -0.05)  0.07
C (-2.83, 2.66, -0.29)  -0.14
H (-3.48, 2.30, -1.09)  0.07
C (0.00, -4.76, 2.55)  -0.07
N (0.83, -3.80, 1.96)  -0.05
H (-1.61, -4.47, 4.02)  0.10
N (-0.45, -2.75, 3.33)  -0.05
H (0.02, -5.80, 2.27)  0.10
C (1.51, -3.96, 0.67)  -0.60
C (2.33, -5.23, 0.69)  -0.05
C (0.44, -4.03, -0.41)  -0.03
H (1.68, -6.11, 0.82)  0.07
H (2.84, -5.31, -0.28)  0.08
H (3.08, -5.20, 1.48)  0.09
H (2.79, -2.75, -0.55)  0.09
H (3.19, -2.70, 1.18)  0.09
H (-0.19, -3.13, -0.41)  0.08
C (2.37, -2.72, 0.46)  -0.06
H (-0.19, -4.92, -0.27)  0.08
H (0.93, -4.10, -1.39)  0.08
H (1.79, -1.80, 0.56)  0.05
C (-0.80, -4.10, 3.41)  -0.07
C (-2.51, -1.61, 2.75)  -0.03
H (-3.10, -2.53, 2.84)  0.08
H (-3.15, -0.75, 2.99)  0.09
C (-1.33, -1.64, 3.72)  -0.59
H (-1.19, 0.49, 3.76)  0.09
C (-1.83, -1.85, 5.13)  -0.05
H (-1.00, -1.88, 5.84)  0.09
H (-2.17, -1.50, 1.71)  0.08
H (-0.08, -0.26, 2.58)  0.05
H (-2.43, -2.77, 5.21)  0.07
H (-2.48, -1.00, 5.39)  0.09
C (-0.52, -0.36, 3.58)  -0.06
H (0.29, -0.33, 4.32)  0.09
C (0.57, -2.60, 2.48)  -0.02
B (3.28, 1.68, 2.04)  -0.50
C (2.11, 1.17, 1.15)  -0.28
N (1.23, 0.78, 0.49)  0.01
H (3.38, 2.89, 1.88)  -0.02
H (4.31, 1.13, 1.69)  -0.02
H (3.03, 1.42, 3.21)  -0.02

Summary:
**HOMO-LUMO gap (alpha / beta)**: 3.7 / 1.5 eV
**Net charge**: -2
**HOMO energy (alpha / beta)**: 0.47 / 2.59 eV
**Spin multiplicity**: 1
**E**: -1875.212958 a.u.
**Molecular weight**: 554.61 g mol⁻¹
**Largest force on an atom**: 3.060 eV/Å